Arrangement P

Computed, not measured: a 2-piece molecular cluster, C3H3O4 overall, with the ωB97M-V functional and the def2-TZVPD basis.

```
! RIJCOSX wB97M-V def2-TZVPD def2/J DEFGRID3
* xyz -1 1
C -0.57265 -0.72907 -0.69100
C -0.01692 -0.43387 1.69658
C -1.03093 -0.18421 0.95049
O -0.78603 0.18173 -1.47954
O -0.28554 -1.90253 -0.69860
O 1.08370 -0.75995 2.05211
O 1.60247 1.34916 -0.98748
H -1.96076 0.22648 1.22733
H 1.02273 0.88588 -0.29025
H 0.94393 1.36639 -1.77966
*
```

As for the HOMO-LUMO gap: 8.5 eV.



Arrangement Q

Computed, not measured: an isolated ion of composition C3H3O4 and charge -1, with the ωB97M-V functional and the def2-TZVPD basis.

```
! RIJCOSX wB97M-V def2-TZVPD def2/J DEFGRID3
* xyz -1 1
C -1.56420 -0.33574 -2.03520
C -0.77215 -1.04104 -0.79684
C 0.64693 -0.39544 -0.69818
O -2.51280 -0.92906 -2.58836
O -1.11421 0.81803 -2.19766
O -0.73836 -2.48587 -0.80850
O -1.42572 -1.70885 0.22081
H 1.27227 -0.95372 0.01387
H 0.55075 0.72766 -0.56279
H 0.86180 -0.75831 -1.69796
*
```

The SMILES is CC1(C(=O)[O-])OO1. As for the HOMO-LUMO gap: 8.6 eV.



Energy above the most stable structure, in kJ/mol: arrangement P 0.0; arrangement Q 247.7



Arrangement P

Computed, not measured: a 2-piece molecular cluster, C2H10NS overall, with the ωB97M-V functional and the def2-TZVPD basis.

```
! RIJCOSX wB97M-V def2-TZVPD def2/J DEFGRID3
* xyz 1 1
N 2.35171 -1.73158 -1.02347
H 2.88482 -2.47569 -1.40673
H 2.89187 -1.02790 -0.57245
H 1.78661 -2.06468 -0.28967
H 1.76877 -1.48674 -1.84539
C -0.30162 0.98815 1.49533
S -0.59402 0.18602 -0.12668
C -2.41493 0.92559 -0.30016
H 0.65352 1.54738 1.21340
H -0.97495 1.60856 1.85828
H -0.05325 0.22457 2.25900
H -2.06931 1.90699 -0.52659
H -3.03122 0.85480 0.55938
H -2.89801 0.54453 -1.29424
*
```

As for the HOMO-LUMO gap: 7.7 eV.



Arrangement Q

Computed, not measured: a 2-piece molecular cluster, C2H10NS overall, with the ωB97M-V functional and the def2-TZVPD basis.

```
! RIJCOSX wB97M-V def2-TZVPD def2/J DEFGRID3
* xyz 1 1
C -0.11593 -0.52946 -1.74153
S -0.58063 0.47994 -3.16558
H 0.68876 0.90101 -3.43509
H -0.93480 -0.37702 -1.04224
H 0.90463 -0.29857 -1.45230
H -0.06119 -1.59430 -1.98289
C -0.64189 0.07650 1.90499
N 0.67152 0.36219 1.24357
H 0.66975 1.16043 0.61676
H 1.38750 0.50808 1.95833
H 0.92070 -0.51503 0.78249
H -0.81385 0.67541 2.79135
H -0.57111 -0.95551 2.24704
H -1.52347 0.10633 1.27510
*
```

As for the HOMO-LUMO gap: 8.3 eV.



Energy above the most stable structure, in kJ/mol: arrangement P 59.0; arrangement Q 0.0



Arrangement P

Computed, not measured: a 2-piece molecular cluster, C2H10NS overall, with the ωB97M-V functional and the def2-TZVPD basis.

```
! RIJCOSX wB97M-V def2-TZVPD def2/J DEFGRID3
* xyz 1 1
N 0.72373 1.09290 -2.44486
H 0.22045 1.97736 -2.38386
H 0.45007 0.60627 -3.30182
H 1.72707 1.29021 -2.44722
H 0.52791 0.45095 -1.63205
C 0.53738 -1.24317 1.69822
S -0.17338 -0.50636 0.15801
C -1.20792 0.84355 0.81874
H 1.52232 -1.66323 1.52927
H -0.14628 -2.04489 1.96292
H 0.52421 -0.44881 2.43307
H -0.71999 1.81202 0.69115
H -2.14017 0.77148 0.26964
H -1.35905 0.77952 1.89394
*
```

As for the HOMO-LUMO gap: 8.9 eV.



Arrangement Q

Computed, not measured: a 2-piece molecular cluster, C2H10NS overall, with the ωB97M-V functional and the def2-TZVPD basis.

```
! RIJCOSX wB97M-V def2-TZVPD def2/J DEFGRID3
* xyz 1 1
N 0.43721 2.28887 -1.40662
H 1.15583 2.26188 -2.13409
H -0.40334 2.05427 -1.93142
H 0.42461 3.15445 -0.87026
H 0.67032 1.50237 -0.70906
C 0.72203 -1.48049 -0.43886
S 0.04475 -0.10344 0.49219
C -1.31759 -0.96556 1.24509
H 1.38259 -2.03549 0.22303
H -0.15370 -2.04468 -0.77546
H 1.30405 -1.24793 -1.33528
H -1.91820 -0.34237 1.92801
H -0.88910 -1.65555 1.96631
H -2.03946 -1.27321 0.48708
*
```

As for the HOMO-LUMO gap: 8.9 eV.



Energy above the most stable structure, in kJ/mol: arrangement P 0.0; arrangement Q 30.4



Arrangement P

Computed, not measured: a 2-piece molecular cluster, C2H10NS overall, with the ωB97M-V functional and the def2-TZVPD basis.

```
! RIJCOSX wB97M-V def2-TZVPD def2/J DEFGRID3
* xyz 1 1
N -2.09408 -1.26430 -1.04006
H -1.66974 -0.62530 -0.34079
H -2.05833 -2.24039 -0.71785
H -1.56264 -1.20452 -1.90641
H -3.06466 -1.02581 -1.23511
C 1.10146 0.76633 -0.80179
S 0.02087 0.46844 0.60130
C 1.19771 0.61342 1.95334
H 1.91982 0.05846 -0.77100
H 0.47984 0.63746 -1.69399
H 1.43396 1.79649 -0.77379
H 1.36992 1.67424 2.14040
H 2.14268 0.13082 1.70702
H 0.78317 0.21465 2.87873
*
```

As for the HOMO-LUMO gap: 8.6 eV.



Arrangement Q

Computed, not measured: a 2-piece molecular cluster, C2H10NS overall, with the ωB97M-V functional and the def2-TZVPD basis.

```
! RIJCOSX wB97M-V def2-TZVPD def2/J DEFGRID3
* xyz 1 1
N 0.63008 0.68883 -2.62274
H 1.50296 1.16931 -2.39363
H -0.16492 1.14356 -2.16948
H 0.49731 0.66111 -3.63572
H 0.66905 -0.25918 -2.24024
C -1.20359 -1.49378 0.72162
C -0.38618 -0.38360 0.03480
S 0.42169 0.50221 1.39159
H -2.02510 -1.11516 1.32494
H -0.53985 -2.06394 1.37526
H -1.59943 -2.16619 -0.03896
H 0.28445 -0.90849 -0.65224
H -1.05352 0.28929 -0.51178
H 0.85892 1.56520 0.71902
*
```

As for the HOMO-LUMO gap: 8.4 eV.



Energy above the most stable structure, in kJ/mol: arrangement P 0.0; arrangement Q 58.7



Arrangement P

Computed, not measured: one molecule with the formula C8H12O, with the ωB97M-V functional and the def2-TZVPD basis.

```
! RIJCOSX wB97M-V def2-TZVPD def2/J DEFGRID3
* xyz 0 1
C -1.64159 -0.49915 0.39086
C -1.43383 1.11948 0.68139
C -0.18807 1.56187 -0.15006
C 1.33296 0.98419 -0.30725
C 2.08269 -0.29382 0.25090
C 1.06953 -1.49832 -0.02880
C -0.16394 -0.66060 0.07191
C 0.12377 0.42916 -0.99263
H -2.34996 -1.61308 -1.12366
H -1.94556 -0.96440 1.36712
H -1.31258 1.19179 1.75406
H -2.32983 1.64109 0.24792
H -0.40078 2.53436 -0.68524
H 1.97184 1.71706 -0.75959
H 3.05263 -0.46100 -0.25227
H 2.27531 -0.23558 1.37212
H 1.20101 -1.97671 -1.00199
H 1.15624 -2.24611 0.77763
H 0.06487 -0.25259 1.05306
H 0.01960 0.25235 -2.04865
O -2.58430 -0.72998 -0.61681
*
```

The SMILES is O[C@@H]1C[C@H]2[C@H]3CC[C@H]1[C@H]32. As for the HOMO-LUMO gap: 10.3 eV.



Arrangement Q

Computed, not measured: C8H12O as an isolated structure, with the ωB97M-V functional and the def2-TZVPD basis.

```
! RIJCOSX wB97M-V def2-TZVPD def2/J DEFGRID3
* xyz 0 1
C 1.13128 -0.10856 0.12438
C 0.35728 -1.03163 -0.86298
C 1.55013 -0.81058 1.41420
C -0.72144 -0.09569 -1.34829
C 0.26367 1.13868 0.42159
C -1.46509 0.46212 -0.00417
C -0.78205 0.69086 -2.37233
C -1.99246 -0.37069 0.93596
O 0.38855 2.21410 -0.35777
H 2.01602 0.27881 -0.38919
H 0.18191 1.41719 1.46963
H -0.05965 -1.90535 -0.35288
H 0.99503 -1.38384 -1.67182
H -2.00788 1.38330 -0.20531
H 0.67598 -1.14524 1.97720
H 2.16165 -1.68535 1.18824
H 2.13069 -0.14609 2.05674
H 0.04639 1.96256 -1.29135
H -0.39384 0.57611 -3.37533
H -1.59502 -1.35113 1.15894
H -2.88115 -0.08959 1.48454
*
```

As for the HOMO-LUMO gap (spin up / spin down): 8.6 / 6.6 eV.



Energy above the most stable structure, in kJ/mol: arrangement P 0.0; arrangement Q 128.2